18
Properties=species:S:1:pos:R:3:forces:R:3 method="wB97M-V/def2-TZVPD" gap_ev="6.74 / 7.69" relative_energy_ev=7.0154 fmax_ha_per_bohr=0.1076 energy_ev=-9804.7329 lumo_energy_ev="-5.7 / -4.8" total_charge=+1 spin_multiplicity=1
H 2.410621 -1.317862 0.938440 0.21 -0.12 1.42
H 1.506672 1.755205 -1.283446 0.24 0.52 -0.53
C -0.383498 -1.344062 -0.318994 -1.76 2.68 0.10
H -3.519089 -0.718486 0.711608 1.53 0.51 -0.04
H 3.915418 -0.445182 0.616679 -2.41 -0.31 0.46
H -2.242918 -2.389482 -0.042323 1.40 0.87 -0.57
C -1.045730 1.661599 -0.213246 -0.80 0.67 0.67
H -1.094223 2.760935 -0.415149 0.06 -0.89 0.09
C -2.478089 -0.393076 0.408150 -2.92 4.70 -0.09
N 0.087670 1.078190 -0.170006 -0.35 -3.73 0.44
N 1.337213 1.273485 -0.421956 0.21 0.09 -0.08
H 0.513303 -1.823426 -0.463264 1.72 -0.77 -0.32
H 3.053816 -1.238413 -0.468225 -0.33 0.93 0.56
C -1.660389 -1.402007 -0.103203 -0.06 -2.90 0.69
C -2.275557 0.991713 0.301000 -0.18 -0.46 0.24
N 2.878234 -0.633304 0.379513 2.98 -1.29 -2.35
H 2.050603 0.403674 -0.093455 -0.70 1.38 -0.04
H -3.054052 1.780494 0.637874 1.16 -1.87 -0.64